# C4H9Cl3Si

2 unconnected molecules or ions with the total composition C4H9Cl3Si at a distorted geometry (the ωB97M-V functional and the def2-TZVPD basis, OMol25).

Properties
- E: -1827.94158 Ha
- SMILES string: Cl[SiH](Cl)Cl.C/C=C/C
- Relative energy (zero: lowest compared OMol25 entry of this formula, charge and spin): 66.93 kcal/mol

```
17
C4H9Cl3Si the ωB97M-V functional and the def2-TZVPD basis
H -0.92533 0.00029 -1.35795
C -0.98462 -0.33251 -0.33330
H -1.35132 2.16692 1.55049
H -1.99140 -0.14595 1.58564
C -1.47907 0.37376 0.69370
H -2.66018 2.23505 0.09433
H 0.99808 -0.03225 -0.27789
Cl 3.53529 -1.82329 -0.44904
H 0.46348 -1.87604 -0.59280
Si 2.61226 0.03663 -0.38743
C -1.72778 1.86327 0.54673
C -0.50265 -1.80943 -0.29134
H -0.50382 -2.07666 0.84218
H -1.26381 -2.45884 -0.71037
H -1.02127 2.19402 -0.16382
Cl 3.37566 0.94569 -2.02504
Cl 3.42646 0.73935 1.27592
```